The following is a quantum chemistry calculation of a cluster of 5 separate species, C41H37BF35N4O13PS2 in total in a non-equilibrium geometry, from the OMol25 dataset.

Results
HOMO level = -8.9 eV
Gap between HOMO and LUMO = 0.28820 Ha
Strongest force on any atom = 0.050 Eh/bohr
LUMO level = -1.05 eV
Structure (SMILES) = [H]/N=C/Cc1c(CCSc2nnco2)c(C[C@@H](O)C(F)(F)F)c2c(c1P(O)(O)=S)C(=O)C(B(O)CC)=C(ON=O)C2=O.FC(F)C(F)(F)COC(F)(F)C(F)F.FC(F)C(F)(F)COC(F)(F)C(F)F.FC(F)C(F)(F)COC(F)(F)C(F)F.FC(F)C(F)(F)COC(F)(F)C(F)F
Energy = -7439.511009 hartree

Cartesian coordinates (Å):
H  -3.6440  -2.2599  -1.6211
N  -3.0294  -1.9515  -0.8543
C  -3.6883  -2.1685  0.2113
C  -3.1819  -1.9025  1.6540
C  -1.6633  -1.5465  1.7270
C  -0.6989  -2.6389  1.8413
C  -1.3016  -4.0844  1.8857
C  -1.8209  -4.4392  3.3463
S  -0.4298  -4.5997  4.5710
C  -0.1675  -2.9584  5.2883
N  0.8027  -2.0780  5.0409
N  0.6249  -0.9869  5.8255
C  -0.4858  -1.2052  6.5318
O  -1.0171  -2.4159  6.2250
C  0.7493  -2.3903  1.9126
C  1.7319  -3.5790  1.9836
C  1.6731  -4.3092  0.5743
O  2.5301  -3.6894  -0.3912
C  2.0579  -5.8426  0.6938
F  0.9232  -6.6120  0.8691
F  2.9045  -6.0866  1.7392
F  2.6620  -6.3213  -0.4343
C  1.1565  -0.9894  1.9115
C  0.1859  0.1036  1.8151
C  -1.2503  -0.1377  1.6956
P  -2.4706  1.2541  1.5219
O  -1.8096  2.5232  0.6946
O  -3.7841  0.8097  0.5954
S  -3.1888  1.7809  3.2597
C  0.7829  1.5492  1.8531
O  0.2890  2.4606  2.4438
C  2.1361  1.6969  1.0860
B  2.4875  3.0270  0.2450
O  2.0404  3.2782  -1.0575
C  3.3759  4.1784  0.9500
C  2.5059  5.0489  1.9820
C  3.0245  0.6900  1.1774
O  4.2597  0.8483  0.5214
N  4.4251  -0.0776  -0.4956
O  5.4888  0.1159  -0.9561
C  2.6661  -0.5915  2.0051
O  3.4762  -1.1651  2.6688
H  -4.7080  -2.6367  0.1238
H  -3.7153  -1.0394  2.1380
H  -3.4586  -2.7955  2.2631
H  -2.1512  -4.1803  1.1582
H  -0.5641  -4.8763  1.6293
H  -2.4965  -3.6591  3.7652
H  -2.3737  -5.4131  3.3572
H  -1.0012  -0.5963  7.2941
H  2.8000  -3.3011  2.1224
H  1.4829  -4.3402  2.7557
H  0.6370  -4.2809  0.1397
H  2.2160  -4.0517  -1.2404
H  -1.9199  3.3202  1.2585
H  -4.5694  0.7980  1.1750
H  1.6933  4.1891  -1.0469
H  4.2329  3.7593  1.5316
H  3.8051  4.8963  0.2012
H  1.4979  5.1948  1.5262
H  3.0211  6.0077  2.2267
H  2.4082  4.4277  2.9060
F  6.3105  -5.8314  -0.6399
C  5.4376  -4.9466  -1.1585
F  4.8967  -5.5357  -2.2604
C  6.0891  -3.6197  -1.5421
F  6.9614  -3.7812  -2.5668
F  5.0993  -2.8072  -2.0172
C  6.7908  -2.8464  -0.4108
O  8.2020  -3.0172  -0.2675
C  8.6612  -4.1371  0.4268
F  7.6439  -4.6952  1.1098
F  9.5279  -3.6761  1.3555
C  9.3943  -5.1360  -0.4752
F  8.6384  -5.5153  -1.5255
F  9.7026  -6.2573  0.2192
H  4.6334  -4.7922  -0.4375
H  6.6826  -1.7922  -0.6631
H  6.2738  -2.9596  0.5445
H  10.3171  -4.6990  -0.8632
F  -5.2344  5.7463  1.1101
C  -6.0299  6.7215  0.6300
F  -6.6117  6.2262  -0.4931
C  -5.2704  8.0094  0.3063
F  -4.4109  7.8240  -0.7212
F  -6.1884  8.9192  -0.1310
C  -4.5126  8.6740  1.4724
O  -3.1203  8.3831  1.6086
C  -2.7605  7.1997  2.2538
F  -3.8239  6.6998  2.9094
F  -1.8631  7.5435  3.2019
C  -2.1109  6.1830  1.3090
F  -2.8881  5.9138  0.2432
F  -1.9032  5.0047  1.9569
H  -6.8227  6.9112  1.3597
H  -4.5346  9.7453  1.2668
H  -5.0402  8.5613  2.4212
H  -1.1522  6.5532  0.9397
F  5.7977  -5.9016  -8.1415
C  7.0776  -5.9142  -8.5583
F  7.4604  -7.2157  -8.6025
C  8.0147  -5.1276  -7.6398
F  8.1155  -5.7148  -6.4272
F  9.2627  -5.1878  -8.1916
C  7.6926  -3.6334  -7.4433
O  6.9375  -3.2635  -6.2908
C  5.5485  -3.3927  -6.3460
F  5.1614  -3.5593  -7.6269
F  5.0430  -2.2033  -5.9536
C  5.0157  -4.4852  -5.4135
F  5.6057  -5.6758  -5.6443
F  3.6837  -4.6606  -5.6001
H  7.1148  -5.5190  -9.5776
H  8.6547  -3.1417  -7.2905
H  7.2881  -3.1794  -8.3500
H  5.1893  -4.2202  -4.3695
F  -11.9540  3.1871  0.3648
C  -12.7040  4.2095  -0.0874
F  -13.3004  3.7804  -1.2276
C  -11.8880  5.4729  -0.3717
F  -11.0357  5.2814  -1.4029
F  -12.7659  6.4335  -0.7829
C  -11.1055  6.0723  0.8140
O  -9.7251  5.7226  0.9471
C  -9.4225  4.5045  1.5603
F  -10.5125  4.0353  2.1958
F  -8.5200  4.7857  2.5281
C  -8.8087  3.4862  0.5917
F  -9.5904  3.2832  -0.4871
F  -8.6569  2.2877  1.2055
H  -13.4896  4.4144  0.6456
H  -11.0828  7.1492  0.6394
H  -11.6409  5.9543  1.7577
H  -7.8317  3.8281  0.2420

Forces on atoms 1 to 2 (eV/Å):
H 0.5664 0.2754 0.0068
N -0.5636 -0.3420 0.5563

Atomic partial charges in e from the Mulliken method, atoms 1 to 99: atom 1 (H): 0.256, atom 2 (N): -0.493, atom 3 (C): -0.249, atom 4 (C): -1.718, atom 5 (C): 0.534, atom 6 (C): 1.062, atom 7 (C): -1.037, atom 8 (C): -0.911, atom 9 (S): -0.186, atom 10 (C): 0.435, atom 11 (N): 0.211, atom 12 (N): -0.717, atom 13 (C): 0.087, atom 14 (O): -0.303, atom 15 (C): 0.201, atom 16 (C): -1.571, atom 17 (C): -0.549, atom 18 (O): -0.349, atom 19 (C): 0.850, atom 20 (F): -0.306, atom 21 (F): -0.294, atom 22 (F): -0.248, atom 23 (C): 0.726, atom 24 (C): 0.761, atom 25 (C): 0.576, atom 26 (P): 0.929, atom 27 (O): -0.470, atom 28 (O): -0.555, atom 29 (S): -0.401, atom 30 (C): -0.495, atom 31 (O): -0.551, atom 32 (C): 0.500, atom 33 (B): 0.392, atom 34 (O): -0.623, atom 35 (C): -0.459, atom 36 (C): -0.600, atom 37 (C): -0.023, atom 38 (O): -0.356, atom 39 (N): 0.358, atom 40 (O): -0.442, atom 41 (C): -0.132, atom 42 (O): -0.610, atom 43 (H): 0.488, atom 44 (H): 0.570, atom 45 (H): 0.329, atom 46 (H): 0.507, atom 47 (H): 0.075, atom 48 (H): 0.389, atom 49 (H): 0.508, atom 50 (H): 0.379, atom 51 (H): 0.580, atom 52 (H): 0.131, atom 53 (H): 0.633, atom 54 (H): 0.367, atom 55 (H): 0.175, atom 56 (H): 0.399, atom 57 (H): 0.305, atom 58 (H): 0.232, atom 59 (H): 0.270, atom 60 (H): -0.028, atom 61 (H): 0.368, atom 62 (H): 0.241, atom 63 (F): -0.251, atom 64 (C): 0.733, atom 65 (F): -0.226, atom 66 (C): 1.158, atom 67 (F): -0.297, atom 68 (F): -0.292, atom 69 (C): -0.887, atom 70 (O): -0.497, atom 71 (C): 0.771, atom 72 (F): -0.276, atom 73 (F): -0.312, atom 74 (C): 0.200, atom 75 (F): -0.180, atom 76 (F): -0.270, atom 77 (H): -0.380, atom 78 (H): 0.265, atom 79 (H): 0.476, atom 80 (H): 0.244, atom 81 (F): -0.186, atom 82 (C): 0.174, atom 83 (F): -0.292, atom 84 (C): 0.838, atom 85 (F): -0.276, atom 86 (F): -0.322, atom 87 (C): -0.763, atom 88 (O): -0.412, atom 89 (C): 0.758, atom 90 (F): -0.255, atom 91 (F): -0.298, atom 92 (C): 0.337, atom 93 (F): -0.235, atom 94 (F): -0.357, atom 95 (H): 0.231, atom 96 (H): 0.430, atom 97 (H): 0.332, atom 98 (H): 0.181, atom 99 (F): -0.199


The following is a quantum chemistry calculation of a structure of composition C41H37BaF5P2S in a non-equilibrium geometry, from the OMol25 dataset.

Results
HOMO level = -6.2 eV
Gap between HOMO and LUMO = 0.20122 Ha
Strongest force on any atom = 0.049 Eh/bohr
LUMO level = -0.76 eV
Energy = -3190.007981 hartree

Cartesian coordinates (Å):
Ba  1.3462  -1.5524  -2.3924
C  -2.7699  0.4075  0.3586
C  -3.4192  0.3018  -0.8324
C  -3.6097  1.4134  -1.8080
C  -2.3435  1.9803  -2.5611
C  -1.3693  2.7648  -1.7241
C  -1.4003  3.1137  -0.4152
C  -2.5533  3.0413  0.5268
C  -2.8525  1.6352  1.2137
C  2.9204  0.4448  -1.9366
H  -2.1800  -0.4542  0.7752
H  -3.4666  -0.6852  -1.3082
H  -4.1649  2.1974  -1.2733
H  -4.3374  1.1491  -2.5976
H  -1.8185  1.1523  -3.0988
H  -2.6637  2.6441  -3.3961
H  -0.4301  2.9700  -2.2641
H  -0.4962  3.5926  0.0084
H  -3.4743  3.4512  0.0710
H  -2.3567  3.7400  1.3621
H  -2.2102  1.5195  2.1026
H  -3.9009  1.6288  1.5919
H  3.2741  0.2011  -0.8529
H  2.9867  1.5447  -2.0908
H  3.5451  -0.0138  -2.7519
P  0.1034  -2.3960  -8.0256
P  2.1960  0.3169  -8.5488
C  -0.4000  -0.8230  -8.7915
C  0.4032  0.2723  -8.9048
C  -0.5909  -3.5327  -9.3425
C  -1.7249  -3.1993  -10.1019
C  -2.0416  -3.9215  -11.2705
C  -1.3421  -5.0934  -11.5941
C  -0.2674  -5.4866  -10.7843
C  0.1307  -4.6945  -9.7005
C  -1.0489  -2.4769  -6.5850
C  -0.8061  -1.6203  -5.4862
C  -1.5993  -1.7245  -4.3443
C  -2.7061  -2.5880  -4.3412
C  -2.9478  -3.4274  -5.4320
C  -2.1028  -3.3945  -6.5478
C  2.6816  0.8924  -10.2860
C  2.4362  0.0770  -11.4151
C  2.9016  0.4616  -12.6817
C  3.5873  1.6743  -12.8538
C  3.7530  2.5223  -11.7544
C  3.3164  2.1268  -10.4838
C  2.2937  1.9164  -7.6538
C  3.4550  2.1388  -6.8870
C  3.5755  3.2990  -6.1247
C  2.5285  4.2297  -6.0945
C  1.4146  4.0495  -6.9209
C  1.2902  2.8927  -7.7032
H  -1.3939  -0.7743  -9.2663
H  -0.0083  1.1739  -9.4013
H  -2.3657  -2.3641  -9.8042
H  -2.8498  -3.6077  -11.9334
H  -1.6440  -5.7237  -12.4396
H  0.2599  -6.4192  -10.9988
H  1.0069  -4.9739  -9.1150
H  0.0037  -0.8762  -5.5202
H  -1.4273  -1.0813  -3.4626
H  -3.3749  -2.6436  -3.4816
H  -3.7911  -4.1155  -5.4670
H  -2.2343  -4.0596  -7.4038
H  1.8762  -0.8557  -11.3033
H  2.7592  -0.1967  -13.5439
H  4.0304  1.9336  -13.8248
H  4.2582  3.4827  -11.8765
H  3.4670  2.8060  -9.6441
H  4.2508  1.3951  -6.9457
H  4.4872  3.4411  -5.5464
H  2.6001  5.0817  -5.4159
H  0.6297  4.8074  -6.9404
H  0.4355  2.7863  -8.3697
F  -0.9644  -1.9022  4.6931
C  -0.5327  -1.3712  3.5303
C  -0.3266  0.0013  3.4790
F  -0.4763  0.7473  4.6024
C  0.1160  0.5882  2.2907
F  0.9112  1.7081  2.3186
C  0.1089  -0.1237  1.0524
S  0.2381  0.5540  -0.5466
C  0.0127  -1.5157  1.1810
F  0.2320  -2.2883  0.0154
C  -0.2359  -2.1377  2.3956
F  -0.1137  -3.4677  2.5617

Forces on atoms 1 to 2 (eV/Å):
Ba 0.0328 0.8570 0.6650
C -0.7512 -0.6362 -0.9719

How positive or negative is each atom? The Mulliken charges in e answer that: atom 1 (Ba): 1.692, atom 2 (C): -0.153, atom 3 (C): -0.509, atom 4 (C): -0.917, atom 5 (C): 0.283, atom 6 (C): -0.948, atom 7 (C): -0.096, atom 8 (C): -0.891, atom 9 (C): -0.522, atom 10 (C): -1.378, atom 11 (H): 0.111, atom 12 (H): 0.346, atom 13 (H): 0.354, atom 14 (H): 0.456, atom 15 (H): -0.288, atom 16 (H): 0.441, atom 17 (H): 0.418, atom 18 (H): 0.304, atom 19 (H): 0.456, atom 20 (H): 0.447, atom 21 (H): 0.043, atom 22 (H): 0.424, atom 23 (H): 0.280, atom 24 (H): 0.151, atom 25 (H): 0.358, atom 26 (P): 0.185, atom 27 (P): 0.003, atom 28 (C): -0.168, atom 29 (C): -0.645, atom 30 (C): 0.391, atom 31 (C): -0.017, atom 32 (C): -0.788, atom 33 (C): -0.371, atom 34 (C): -0.478, atom 35 (C): -0.589, atom 36 (C): 0.428, atom 37 (C): -0.662, atom 38 (C): 0.242, atom 39 (C): -0.888, atom 40 (C): -0.664, atom 41 (C): -0.374, atom 42 (C): 0.340, atom 43 (C): -0.317, atom 44 (C): -0.622, atom 45 (C): -0.414, atom 46 (C): -0.648, atom 47 (C): -0.205, atom 48 (C): 0.396, atom 49 (C): -0.360, atom 50 (C): -0.604, atom 51 (C): -0.478, atom 52 (C): -0.754, atom 53 (C): 0.164, atom 54 (H): 0.266, atom 55 (H): 0.559, atom 56 (H): 0.385, atom 57 (H): 0.345, atom 58 (H): 0.361, atom 59 (H): 0.363, atom 60 (H): 0.355, atom 61 (H): 0.570, atom 62 (H): -0.030, atom 63 (H): 0.421, atom 64 (H): 0.388, atom 65 (H): 0.393, atom 66 (H): 0.388, atom 67 (H): 0.351, atom 68 (H): 0.351, atom 69 (H): 0.355, atom 70 (H): 0.276, atom 71 (H): 0.386, atom 72 (H): 0.414, atom 73 (H): 0.381, atom 74 (H): 0.394, atom 75 (H): 0.224, atom 76 (F): -0.310, atom 77 (C): 0.348, atom 78 (C): 0.252, atom 79 (F): -0.352, atom 80 (C): 0.185, atom 81 (F): -0.359, atom 82 (C): 0.429, atom 83 (S): -0.570, atom 84 (C): -0.280, atom 85 (F): -0.360, atom 86 (C): 0.475, atom 87 (F): -0.320